[1]
20
Properties=species:S:1:pos:R:3:forces:R:3 method="wB97M-V/def2-TZVPD" e_lumo_ha="0.00073 / 0.00072" energy_ha=-440.2409 homo_lumo_gap_ev="6.501 / 6.500" homo_ev="-6.48 / -6.48" e_above_lowest_kcal_mol=154.6 spin_multiplicity=1
C -0.97980 0.13001 0.00030 -0.211 -1.635 0.952
C -0.98560 1.05346 1.20999 -0.016 0.057 -0.048
C -0.82851 0.88503 -1.31818 0.255 -0.173 0.047
C -0.22056 -1.60426 0.59931 -0.686 2.628 -1.622
C -0.72818 -2.75122 0.62948 0.778 -0.779 0.366
H -1.93723 -0.38560 -0.04548 -0.114 0.152 -0.013
H -1.80328 1.78154 1.15152 0.006 -0.004 -0.033
H -0.78879 0.20812 -2.17389 0.015 0.048 -0.013
H -0.06595 1.64145 1.28630 0.062 -0.018 0.010
H -1.10545 0.49509 2.13987 0.012 0.012 -0.061
H 0.05754 1.52482 -1.34180 0.075 -0.004 -0.050
H -1.68675 1.55165 -1.46696 0.015 -0.074 0.058
H -1.64541 -3.22955 0.34991 -0.150 0.314 -0.028
C 1.51102 -0.39243 -0.06706 2.308 -1.972 0.741
N 2.31755 0.64001 0.17075 -0.864 -0.151 -0.112
O 1.63353 -0.91924 -1.28450 -0.886 1.062 0.668
O 1.14953 -1.13671 0.97400 -0.243 0.843 -0.989
H 0.98463 -1.64084 -1.36705 -0.196 -0.162 0.195
H 2.63340 1.24064 -0.57159 0.132 -0.211 -0.114
H 2.48832 0.90802 1.12507 -0.292 0.068 0.048

=====

[2]
160
Properties=species:S:1:pos:R:3:forces:R:3 method="wB97M-V/def2-TZVPD" e_lumo_ha=0.06598 energy_ha=-6775.4014 homo_lumo_gap_ev=4.530 homo_ev=-2.73 charge=-1 e_above_lowest_kcal_mol=37.8 spin_multiplicity=1
Sc 0.38420 -0.47170 -0.60860 0.245 -1.621 -1.685
C -2.46960 1.58900 2.03920 0.494 -0.371 -0.299
Si -0.67680 1.30350 1.28230 -0.754 0.865 0.718
C -0.50560 3.18870 0.81390 0.169 -0.565 -0.195
C -0.36290 4.17090 1.78560 0.047 0.114 0.220
C -0.53040 5.51320 1.50430 -0.008 0.043 0.111
C -0.88050 5.90250 0.22330 -0.007 0.201 -0.125
C -0.98910 4.95270 -0.77270 -0.151 0.034 -0.043
C -0.77900 3.60270 -0.49910 0.188 -0.174 -0.180
P -0.57810 2.34990 -1.82730 -0.624 0.377 -0.759
C 0.27700 3.30040 -3.23670 0.073 -0.478 0.600
C 1.71940 3.54260 -2.78210 0.186 -0.407 -0.160
C 2.62050 3.67980 -4.00340 0.076 0.267 0.123
C 2.18190 4.87630 -4.84040 -0.001 -0.243 -0.178
C 0.70380 4.75820 -5.20820 0.051 0.285 0.130
C -0.16270 4.58030 -3.95710 -0.264 -0.228 -0.178
C -2.20700 1.78610 -2.61860 0.475 0.024 -0.033
C -3.02600 0.92830 -1.63800 -0.039 -0.243 0.008
C -4.32390 1.61100 -1.20090 0.136 0.037 0.213
C -4.09520 3.11070 -1.06500 -0.241 -0.041 -0.011
C -3.87570 3.71480 -2.45170 0.072 -0.040 0.012
C -3.14710 2.72890 -3.36650 0.160 0.081 -0.043
C 0.30460 1.12070 2.95450 -0.107 -0.204 -0.537
C -0.28110 1.38900 4.18790 -0.164 0.142 0.133
C 0.36880 1.16000 5.38520 0.027 0.020 0.148
C 1.65440 0.64860 5.37480 0.068 -0.028 0.116
C 2.26300 0.36300 4.16620 0.132 -0.063 0.111
C 1.59540 0.57550 2.96100 0.068 -0.176 -0.116
P 2.41040 0.38890 1.32490 0.372 -0.129 0.814
C 3.60780 1.83190 1.56580 -0.333 -0.222 -0.523
C 4.93020 1.60110 2.28420 -0.182 -0.079 0.199
C 5.54250 2.95550 2.66810 -0.014 0.040 -0.021
C 5.22130 4.04460 1.63790 0.188 -0.012 -0.090
C 5.07950 3.43100 0.25100 -0.104 0.188 0.052
C 3.85120 2.51750 0.21340 0.106 0.060 -0.077
C 3.33380 -1.25760 1.29510 -0.411 0.318 0.079
C 4.28720 -1.26430 0.07950 0.121 0.138 -0.130
C 5.67290 -1.79730 0.43250 -0.050 -0.131 -0.149
C 5.58780 -3.18990 1.05020 0.102 0.117 -0.033
C 4.55680 -3.23730 2.19010 0.067 0.055 0.107
C 4.00080 -1.85340 2.53220 -0.234 -0.213 0.000
H -2.54790 2.50880 2.61600 0.120 0.124 0.107
H -3.20770 1.66190 1.25070 -0.179 0.000 -0.248
H -2.75790 0.75680 2.67570 -0.099 -0.207 0.161
H -0.12780 3.86860 2.79550 0.022 -0.023 0.228
H -0.41950 6.25400 2.28360 0.034 0.063 0.090
H -1.05730 6.94530 -0.00380 -0.003 0.071 -0.012
H -1.27450 5.26420 -1.76450 0.051 0.022 -0.083
H 0.29710 2.50270 -3.99700 0.038 0.002 0.049
H 1.76170 4.46220 -2.19010 -0.017 -0.010 0.131
H 2.05740 2.71480 -2.15730 0.051 0.026 0.000
H 3.66400 3.78430 -3.69810 0.063 -0.016 -0.032
H 2.53780 2.77200 -4.60370 0.092 -0.152 -0.003
H 2.33830 5.79070 -4.26320 0.006 0.113 0.019
H 2.78910 4.95150 -5.74610 0.017 0.056 -0.002
H 0.38860 5.66110 -5.73880 -0.046 -0.058 -0.091
H 0.55550 3.90520 -5.87550 -0.009 -0.012 -0.065
H -0.00030 5.45340 -3.32210 -0.107 -0.028 0.083
H -1.21090 4.54980 -4.25130 -0.042 0.127 0.074
H -1.78280 1.10340 -3.37290 0.007 0.074 0.108
H -3.25710 -0.02720 -2.11130 0.036 0.035 0.087
H -2.41780 0.70090 -0.75510 -0.074 -0.018 0.063
H -5.11240 1.43230 -1.93570 -0.087 -0.053 -0.019
H -4.65790 1.17710 -0.25630 -0.090 -0.014 -0.034
H -4.94450 3.59200 -0.57600 0.038 0.046 0.075
H -3.21240 3.27870 -0.44570 -0.110 0.038 0.080
H -4.84010 3.95960 -2.90420 -0.007 0.108 0.003
H -3.30730 4.64080 -2.36340 -0.025 0.107 -0.027
H -3.87920 2.07850 -3.85540 -0.006 0.045 -0.072
H -2.62230 3.25590 -4.16270 -0.073 -0.089 -0.055
H -1.27790 1.79700 4.21860 -0.187 0.048 0.007
H -0.12090 1.38430 6.32490 -0.024 0.003 0.013
H 2.18500 0.47430 6.30210 0.017 -0.024 0.030
H 3.26910 -0.02750 4.18740 0.022 -0.016 -0.066
H 3.01050 2.51410 2.18700 0.018 -0.160 -0.086
H 4.78250 1.01940 3.19230 0.087 -0.116 -0.030
H 5.60740 1.04660 1.63440 0.050 -0.111 -0.043
H 5.15780 3.26340 3.64260 0.048 -0.040 0.065
H 6.62460 2.84340 2.76440 0.030 0.012 0.047
H 4.28050 4.53380 1.89460 -0.028 0.128 0.039
H 6.00730 4.80270 1.65300 -0.095 0.079 0.000
H 4.98240 4.20880 -0.50770 0.053 -0.007 -0.062
H 5.98300 2.86500 0.01810 0.077 -0.049 -0.069
H 2.95650 3.09360 -0.03070 -0.016 0.008 -0.111
H 3.97900 1.77440 -0.57620 -0.067 0.026 -0.071
H 2.49130 -1.92900 1.05810 0.142 -0.034 0.005
H 3.85350 -1.87430 -0.71540 -0.003 0.049 -0.048
H 4.38320 -0.25480 -0.32370 0.042 -0.050 -0.143
H 6.28640 -1.84380 -0.46950 0.023 0.108 -0.013
H 6.17400 -1.12000 1.12780 0.036 0.059 -0.021
H 5.30720 -3.90120 0.27230 0.052 -0.055 -0.037
H 6.57900 -3.47420 1.41090 -0.030 -0.099 -0.014
H 3.72340 -3.88000 1.90000 -0.061 -0.041 0.072
H 5.00420 -3.66610 3.08960 -0.068 -0.092 -0.017
H 3.25910 -1.97590 3.32270 0.077 0.117 0.080
H 4.80480 -1.21740 2.90210 -0.026 0.086 0.103
N -3.54920 -4.67170 5.13690 0.432 0.448 -0.563
C -2.95760 -4.06760 4.34600 -1.215 -1.242 1.598
C -2.24710 -3.34540 3.39120 1.447 1.554 -2.001
C -0.83350 -3.32990 3.36290 -1.119 -0.451 0.501
C -0.18900 -2.58880 2.40820 0.230 0.594 -0.841
N -0.79680 -1.86190 1.44420 -0.398 -0.252 1.202
C -2.15080 -1.87840 1.48620 0.957 0.529 -0.657
C -2.89750 -2.56920 2.39970 0.037 -0.817 1.137
H -0.27760 -3.88380 4.10840 0.052 0.024 -0.063
H 0.89580 -2.56230 2.39970 -0.026 -0.007 0.033
H -2.64510 -1.29700 0.71310 0.058 -0.011 0.033
H -3.97690 -2.52280 2.38130 -0.021 0.017 -0.096
C 0.03980 -2.51030 -1.23710 -0.474 1.001 -0.312
Ge -1.09490 -3.18700 -2.61740 0.374 0.146 0.510
C -0.23990 -4.62190 -3.73260 -0.232 0.495 0.336
C 0.02180 -4.50680 -5.09060 -0.201 0.147 -0.013
C 0.78300 -5.45080 -5.75530 0.157 -0.074 -0.221
C 1.30420 -6.53320 -5.06790 0.049 -0.075 -0.116
C 1.03060 -6.67760 -3.71770 0.147 -0.161 0.049
C 0.26790 -5.72960 -3.06320 -0.118 0.032 0.194
C -2.70940 -4.08760 -1.84210 0.428 0.244 -0.267
C -3.83600 -4.43910 -2.57040 0.014 -0.033 -0.146
C -4.93200 -5.01010 -1.94930 -0.269 -0.070 -0.155
C -4.90670 -5.26690 -0.58900 -0.136 -0.099 0.102
C -3.77220 -4.96030 0.14270 -0.144 -0.093 0.105
C -2.69220 -4.36840 -0.48380 0.161 0.022 0.015
C -1.80210 -1.86190 -3.93360 0.178 -0.378 0.414
C -0.92230 -1.28590 -4.84320 0.186 0.018 0.093
C -1.37080 -0.43810 -5.84010 0.160 0.171 -0.210
C -2.71560 -0.11940 -5.92820 -0.091 0.061 -0.055
C -3.59910 -0.65210 -5.00420 -0.208 0.110 -0.091
C -3.14280 -1.51610 -4.02330 -0.142 -0.144 0.047
H 0.74170 -3.32240 -0.98650 0.002 0.024 0.172
H -0.37520 -3.66140 -5.63600 0.013 0.040 -0.108
H 0.98940 -5.32880 -6.81090 0.004 -0.017 -0.069
H 1.92150 -7.25880 -5.58060 0.018 -0.051 -0.031
H 1.43470 -7.52090 -3.17330 0.000 -0.072 0.042
H 0.06200 -5.83800 -2.00460 0.057 -0.053 0.088
H -3.84960 -4.26750 -3.64000 -0.092 -0.004 -0.077
H -5.81160 -5.25340 -2.53130 -0.072 -0.055 -0.013
H -5.76590 -5.71150 -0.10430 -0.045 -0.033 0.027
H -3.73290 -5.17600 1.20110 -0.026 -0.045 0.140
H -1.80310 -4.11000 0.07680 0.150 0.084 0.051
H 0.13190 -1.51070 -4.75750 0.098 0.011 -0.064
H -0.67140 -0.02780 -6.55840 0.063 0.035 0.011
H -3.07150 0.54030 -6.71010 -0.007 0.020 -0.001
H -4.65080 -0.40150 -5.05660 -0.078 0.029 0.008
H -3.84220 -1.93530 -3.31090 -0.098 0.002 -0.024
C 3.11430 -2.84940 -3.55870 -0.028 0.672 -0.080
Si 3.00850 -0.93180 -3.64700 0.120 -0.100 0.083
C 2.52010 -0.50560 -5.46850 -0.055 -0.194 0.568
C 4.80480 -0.22760 -3.51680 -0.626 -0.315 0.047
C 1.90160 -0.08580 -2.38920 0.372 0.050 0.199
H 3.50510 -3.28760 -4.47420 0.144 0.046 -0.245
H 2.13510 -3.29150 -3.39070 -0.175 0.070 0.114
H 3.76260 -3.17880 -2.75160 0.122 -0.032 0.274
H 3.39000 -0.25990 -6.07350 0.184 0.049 -0.013
H 1.83700 0.33930 -5.49380 -0.101 0.248 -0.013
H 2.01510 -1.33450 -5.95670 -0.093 -0.219 -0.083
H 5.46800 -0.67360 -4.25300 0.100 -0.154 -0.178
H 5.23780 -0.40360 -2.53610 0.091 -0.040 0.241
H 4.80070 0.84720 -3.68850 -0.080 0.188 -0.015
H 2.53640 0.66730 -1.88840 -0.005 0.171 -0.251
H 1.17900 0.49030 -2.99490 0.060 -0.008 0.066